## P
{
  "formula": "C5H8O2",
  "method": "ωB97M-V with the def2-TZVPD basis set",
  "elements": ["C", "C", "C", "C", "O", "C", "O", "H", "H", "H", "H", "H", "H", "H", "H"],
  "coordinates": [[-2.19514, 0.10430, -0.75033], [-1.12063, -0.44167, 0.17964], [0.26312, 0.09037, -0.14744], [1.31350, -0.46059, 0.77100], [1.11969, -1.23066, 1.69615], [2.71426, -0.13977, 0.49309], [2.98307, 1.14607, 0.35118], [-2.25516, 1.19721, -0.69035], [-3.17691, -0.30033, -0.48793], [-1.99082, -0.16167, -1.79381], [-1.09243, -1.53600, 0.13158], [-1.35144, -0.19577, 1.22205], [0.55372, -0.12845, -1.18654], [0.32360, 1.18634, -0.05772], [3.91157, 0.87063, 0.26943]],
  "orbital_gap_ev": 8.7,
  "mol_weight_g_mol": 100.1
}


## Q
{
  "formula": "C5H8O2",
  "method": "ωB97M-V with the def2-TZVPD basis set",
  "elements": ["C", "C", "C", "C", "C", "O", "O", "H", "H", "H", "H", "H", "H", "H", "H"],
  "coordinates": [[-1.05440, -0.77817, -0.72652], [-0.18134, -1.23557, 1.10610], [0.05936, 0.14419, -0.20793], [1.40231, 0.12619, -0.93117], [-0.54910, 1.41501, 0.45960], [-1.62655, -0.69435, -1.75175], [-1.21095, -1.67396, 0.20714], [0.79156, -1.83843, 1.20602], [-0.77941, -1.02846, 2.03749], [1.48016, -0.71472, -1.61642], [2.08082, 0.04593, -0.18312], [1.74414, 1.12258, -1.53773], [-0.61481, 2.25283, -0.15113], [-0.02162, 1.60046, 1.39441], [-1.52019, 1.25646, 0.69501]],
  "orbital_gap_ev": 10.5,
  "mol_weight_g_mol": 100.1
}


Pick Q: it beats the second-best structure by 81.7 kJ/mol.


## P
{
  "formula": "C5H8O2",
  "method": "ωB97M-V with the def2-TZVPD basis set",
  "elements": ["C", "C", "C", "C", "C", "H", "H", "H", "H", "H", "H", "H", "H", "O", "O"],
  "coordinates": [[-0.82345, -0.61282, -0.22000], [0.26024, -0.08842, -0.99800], [0.61291, 1.21887, -0.45789], [0.27774, -0.67842, 0.87483], [1.24069, -0.96750, -0.15091], [-1.53149, 0.89976, 0.53928], [-1.12978, -1.56980, -0.45507], [-0.14945, 0.04355, -1.99707], [-0.07344, 2.09420, -0.62237], [1.62576, 1.47858, -0.68293], [0.12987, -1.15501, 1.86801], [1.13853, -1.96068, -0.67858], [2.31647, -0.68700, -0.08031], [-1.98575, 0.08291, 0.02211], [0.51884, 0.87036, 0.95550]],
  "orbital_gap_ev": 10.6,
  "mol_weight_g_mol": 100.1
}


## Q
{
  "formula": "C5H8O2",
  "method": "ωB97M-V with the def2-TZVPD basis set",
  "elements": ["O", "C", "C", "C", "C", "C", "O", "H", "H", "H", "H", "H", "H", "H", "H"],
  "coordinates": [[2.80686, 0.76843, -1.52864], [1.95282, 0.07038, -1.05544], [0.94791, 0.56820, -0.04454], [-0.49072, 0.33419, -0.52741], [-1.47738, 0.55986, 0.63421], [-1.64726, -0.69534, 1.45500], [-2.02624, -1.73349, 0.97356], [1.89186, -0.99989, -1.33786], [1.06806, -0.04294, 0.85700], [1.17419, 1.61337, 0.15663], [-0.73962, 0.96380, -1.37630], [-0.60429, -0.71893, -0.77365], [-1.17863, 1.39450, 1.27158], [-2.48890, 0.80553, 0.29144], [-1.41169, -0.66474, 2.53838]],
  "orbital_gap_ev": 10.6,
  "smiles": "O=CCCCC=O",
  "mol_weight_g_mol": 100.1
}


## R
{
  "formula": "C5H8O2",
  "method": "ωB97M-V with the def2-TZVPD basis set",
  "elements": ["C", "C", "C", "C", "C", "O", "O", "H", "H", "H", "H", "H", "H", "H", "H"],
  "coordinates": [[-0.89716, 1.34283, -0.47203], [-0.14744, 0.12192, 0.08992], [-1.04828, -0.86598, 0.76713], [1.32623, -0.71203, -0.90585], [1.97533, -0.08214, 0.22284], [3.08677, -0.13247, 0.67267], [0.94001, 0.61277, 0.82690], [-0.23977, 2.00904, -1.03949], [-1.78236, 1.10767, -1.07230], [-1.24014, 1.91290, 0.40686], [-0.49390, -1.75108, 1.07032], [-1.47476, -0.38358, 1.65379], [-1.87839, -1.15839, 0.11272], [1.46091, -1.78691, -1.02602], [0.41295, -0.23455, -1.30745]],
  "orbital_gap_ev": 9.6,
  "mol_weight_g_mol": 100.1
}


Pick Q: it beats the second-best structure by 205.5 kJ/mol.


## P
{
  "formula": "C5H8O2",
  "method": "ωB97M-V with the def2-TZVPD basis set",
  "elements": ["C", "C", "C", "C", "C", "H", "H", "H", "H", "H", "H", "H", "H", "O", "O"],
  "coordinates": [[-1.00016, 1.05608, 0.82251], [-0.01615, 0.04550, 1.51178], [0.36428, -0.67985, 0.22061], [0.71605, -0.97085, -1.63987], [0.17754, 0.32365, -0.78232], [-0.70486, 2.14646, 1.05500], [-2.12265, 1.10682, 1.18432], [-0.51975, -0.48250, 2.31311], [0.88946, 0.68208, 1.87039], [-0.51232, -1.28787, -0.26032], [1.24614, -0.79742, -2.53625], [-0.05400, -1.76363, -1.80248], [1.05902, 1.08961, -0.89540], [1.53762, -1.35790, -0.44544], [-1.06021, 0.88982, -0.61565]],
  "orbital_gap_ev": 11.1,
  "mol_weight_g_mol": 100.1
}


## Q
{
  "formula": "C5H8O2",
  "method": "ωB97M-V with the def2-TZVPD basis set",
  "elements": ["O", "C", "C", "C", "C", "C", "O", "H", "H", "H", "H", "H", "H", "H", "H"],
  "coordinates": [[2.69522, 0.21535, 0.40349], [1.67293, -0.50358, -0.23663], [0.26221, -0.25356, 0.23067], [-0.57697, 0.99929, -0.06243], [-1.99536, 0.44302, -0.10136], [-2.15169, -0.85121, 0.12143], [-2.25430, -1.99985, 0.32356], [2.56743, 1.14324, 0.18019], [1.85219, -1.56345, -0.01875], [1.69286, -0.39555, -1.33379], [0.16250, -0.48043, 1.29932], [-0.50128, 1.76124, 0.72692], [-0.28525, 1.49183, -1.00243], [-0.23675, -1.03006, -0.35476], [-2.90375, 1.02372, -0.17544]],
  "orbital_gap_ev": 9.7,
  "smiles": "O=C=CCCCO",
  "mol_weight_g_mol": 100.1
}


Pick Q: it beats the second-best structure by 283.9 kJ/mol.


## P
{
  "formula": "C5H8O2",
  "method": "ωB97M-V with the def2-TZVPD basis set",
  "elements": ["C", "C", "O", "C", "C", "O", "C", "H", "H", "H", "H", "H", "H", "H", "H"],
  "coordinates": [[-0.33781, -1.80974, 1.49165], [-0.28086, -1.09291, 0.17511], [-1.67640, -0.07428, 0.02397], [-0.50084, 0.34414, 0.10286], [0.67804, 0.55861, -1.73320], [1.22541, 1.49623, -0.76057], [0.16683, 1.69541, 0.12064], [0.66062, -2.22279, 1.68890], [-0.62222, -1.16316, 2.33101], [-1.02996, -2.65714, 1.43954], [0.21441, -0.75988, -1.05101], [1.52687, 0.15490, -2.29920], [0.01133, 1.09432, -2.43146], [-0.56042, 2.45472, -0.21962], [0.52499, 1.98156, 1.12137]],
  "orbital_gap_ev": 8.3,
  "mol_weight_g_mol": 100.1
}


## Q
{
  "formula": "C5H8O2",
  "method": "ωB97M-V with the def2-TZVPD basis set",
  "elements": ["O", "C", "C", "C", "C", "O", "C", "H", "H", "H", "H", "H", "H", "H", "H"],
  "coordinates": [[-2.56978, -0.17885, -0.78925], [-1.58301, -0.09401, 0.20425], [-0.14291, -0.31085, -0.26430], [0.85427, -0.79309, 0.83107], [1.87104, 0.20543, 0.30651], [3.04963, 0.35632, 0.49273], [0.83357, 0.87666, -0.59499], [-2.15891, 0.36618, -1.55465], [-1.59293, 0.90149, 0.66768], [-1.80453, -0.88287, 0.94001], [-0.20394, -0.99110, -1.09569], [0.57279, -0.56885, 1.87236], [1.18476, -1.83078, 0.78818], [0.52876, 1.84341, -0.18852], [1.16119, 1.10091, -1.61539]],
  "orbital_gap_ev": 10.4,
  "smiles": "O=C1CC(CO)C1",
  "mol_weight_g_mol": 100.1
}


Pick Q: it beats the second-best structure by 563.9 kJ/mol.


## P
{
  "formula": "C5H8O2",
  "method": "ωB97M-V with the def2-TZVPD basis set",
  "elements": ["C", "C", "C", "C", "O", "C", "O", "H", "H", "H", "H", "H", "H", "H", "H"],
  "coordinates": [[-0.02191, -0.35271, -1.09842], [0.33385, 0.03672, 0.32307], [0.74048, 1.34652, 0.89278], [1.63618, 0.12692, 1.02728], [-0.75970, -0.69400, 0.87268], [-1.27253, -0.94922, -0.41905], [-2.44245, -0.20441, -0.59989], [-0.22266, 0.47215, -1.78780], [-2.66106, -0.22872, -1.53940], [0.65398, -1.08094, -1.55502], [1.03937, 2.14363, 0.21694], [0.20085, 1.66919, 1.77852], [2.54877, 0.08369, 0.43803], [1.69505, -0.34587, 2.00349], [-1.46822, -2.02295, -0.55321]],
  "orbital_gap_ev": 10.3,
  "mol_weight_g_mol": 100.1
}


## Q
{
  "formula": "C5H8O2",
  "method": "ωB97M-V with the def2-TZVPD basis set",
  "elements": ["O", "C", "C", "C", "C", "O", "C", "H", "H", "H", "H", "H", "H", "H", "H"],
  "coordinates": [[1.22295, 0.16330, -2.08875], [1.30689, 0.85473, -0.40043], [0.07128, 0.30771, 0.01200], [-1.19254, 1.09526, 0.38648], [-1.45366, 0.00659, 1.43234], [-2.36281, -0.21495, 2.18548], [-0.13600, -0.71828, 1.13733], [1.80253, -0.61641, -2.17409], [2.24536, 0.41997, -0.05517], [1.37820, 1.90142, -0.68824], [0.29131, -0.12349, -1.39957], [-1.02865, 2.07908, 0.84742], [-1.98725, 1.19292, -0.36229], [0.56243, -0.66190, 1.98545], [-0.26351, -1.77336, 0.86712]],
  "orbital_gap_ev": 9.1,
  "mol_weight_g_mol": 100.1
}


## R
{
  "formula": "C5H8O2",
  "method": "ωB97M-V with the def2-TZVPD basis set",
  "elements": ["C", "C", "O", "C", "O", "C", "C", "H", "H", "H", "H", "H", "H", "H", "H"],
  "coordinates": [[0.79868, 1.21539, -1.01591], [0.41444, -0.03747, -0.23786], [1.52004, -0.91415, -0.36593], [0.12559, 0.32490, 1.25129], [-0.68502, -0.59751, 1.93851], [-0.82311, -0.67971, -0.74331], [-1.89144, -1.25322, -0.82378], [1.65344, 1.69433, -0.52749], [-0.02581, 1.93241, -1.05867], [1.09381, 0.93991, -2.03086], [1.29480, -1.75497, 0.05321], [-0.29781, 1.34322, 1.27843], [1.08471, 0.33592, 1.77742], [-1.42677, -0.79559, 1.33821], [-2.83554, -1.75347, -0.83326]],
  "orbital_gap_ev": 11.0,
  "smiles": "C#C[C@](C)(O)CO",
  "mol_weight_g_mol": 100.1
}


Pick P: it beats the second-best structure by 30.0 kJ/mol.


## P
{
  "formula": "C5H8O2",
  "method": "ωB97M-V with the def2-TZVPD basis set",
  "elements": ["C", "C", "C", "O", "C", "C", "O", "H", "H", "H", "H", "H", "H", "H", "H"],
  "coordinates": [[0.62368, -1.18408, -1.37041], [0.33206, -0.10928, -0.34559], [0.48271, -0.38791, 1.16074], [-0.85574, 0.06461, 1.44730], [-1.10158, 0.33764, 0.04182], [-1.05755, 1.80385, -0.32609], [-0.63159, 2.47723, 0.70516], [0.15605, -2.14734, -1.14524], [0.29143, -0.85391, -2.36027], [1.70900, -1.32925, -1.42371], [1.22869, 0.22030, 1.68635], [0.60945, -1.44034, 1.43781], [-1.97650, -0.20011, -0.33676], [0.87517, 0.78952, -0.66215], [-0.59335, 1.87722, 1.49902]],
  "orbital_gap_ev": 9.6,
  "mol_weight_g_mol": 100.1
}


## Q
{
  "formula": "C5H8O2",
  "method": "ωB97M-V with the def2-TZVPD basis set",
  "elements": ["C", "C", "C", "C", "O", "C", "O", "H", "H", "H", "H", "H", "H", "H", "H"],
  "coordinates": [[1.21291, 1.03556, 1.59214], [0.64159, 1.25151, 0.23737], [0.30733, -0.75147, -1.17417], [-0.87850, -0.71740, -0.48989], [-1.01887, -0.05110, 0.59239], [-2.07345, -1.50175, -0.98046], [-2.21118, -1.87515, -2.12236], [0.42576, 1.01818, 2.34323], [1.93188, 1.84225, 1.80381], [1.77614, 0.09689, 1.63984], [1.37339, 1.35197, -0.55941], [-0.22538, 1.88534, 0.10549], [0.36423, -1.07222, -2.20782], [1.21064, -0.80930, -0.57830], [-2.83647, -1.70332, -0.20187]],
  "orbital_gap_ev": [7.3, 7.3],
  "mol_weight_g_mol": 100.1
}


## R
{
  "formula": "C5H8O2",
  "method": "ωB97M-V with the def2-TZVPD basis set",
  "elements": ["C", "C", "O", "C", "C", "C", "O", "H", "H", "H", "H", "H", "H", "H", "H"],
  "coordinates": [[1.74166, -0.18495, -0.74787], [0.76042, -0.24526, 0.41890], [0.50223, 1.07258, 0.88930], [-0.89027, 1.35719, 0.78262], [-1.44512, 0.29024, -0.11547], [-0.58312, -0.72178, -0.07019], [-0.72466, -2.01775, -0.42813], [1.28459, 0.39615, -1.55629], [2.66954, 0.31089, -0.44901], [1.97294, -1.18626, -1.12447], [1.15834, -0.86353, 1.23759], [-1.35721, 1.25636, 1.77482], [-1.03487, 2.39120, 0.45663], [-2.38189, 0.34969, -0.65287], [-1.67260, -2.20478, -0.41557]],
  "orbital_gap_ev": 9.4,
  "smiles": "C[C@H]1OCC=C1O",
  "mol_weight_g_mol": 100.1
}


Pick R: it beats the second-best structure by 226.5 kJ/mol.